1.
A 2-piece molecular cluster, C6H14BrClN2O5PS overall in a non-equilibrium geometry. Source: the OMol25 dataset; level of theory: the ωB97M-V functional and the def2-TZVPD basis.

Last column: Mulliken charge in e.
Cartesian coordinates (Å):
H 1.23 -2.57 -1.08  0.32
H 0.07 -2.13 1.26  0.35
O 2.31 1.35 -2.40  -0.43
Br 0.00 0.34 2.55  -0.42
P -0.35 1.38 -0.42  0.16
O -1.90 2.12 -0.87  -0.40
H -5.10 0.38 -0.13  0.29
H 1.38 2.37 0.92  0.28
O 4.64 1.84 -1.74  -0.60
O -4.57 -1.85 2.12  -0.53
H -1.66 3.05 -1.18  0.26
S 3.58 0.67 -1.79  0.95
H 3.02 0.97 0.63  0.11
C -0.20 -1.50 0.29  -0.81
H 4.50 -0.16 0.36  0.36
H 0.93 3.28 -0.39  0.31
C 1.15 -1.46 -0.64  -0.41
C -5.06 0.08 0.92  -0.73
H 3.22 -2.21 0.15  0.29
H -1.01 -2.15 -0.30  0.18
H -4.30 0.65 1.46  0.29
H 1.07 -0.79 -1.62  0.35
C -0.84 -0.06 0.73  -0.24
H 2.18 -1.24 1.38  0.23
C 2.51 -1.25 0.23  -0.52
Cl 4.46 -0.74 -3.12  -0.24
N -4.67 -1.36 1.00  0.89
C 3.39 0.07 -0.04  -0.32
H -6.04 0.17 1.39  0.28
O -4.46 -1.94 -0.07  -0.51
N 0.53 2.69 0.40  -0.74

Properties
- Multiplicity: 1
- E_HOMO: -2.874 eV
- Gap between HOMO and LUMO: 3.98 eV
- Total charge: -1
- Maximum force: 9.5 eV Å⁻¹

---

2.
C6H14Cl2N2P as an isolated structure in a non-equilibrium geometry. Source: the OMol25 dataset; level of theory: the ωB97M-V functional and the def2-TZVPD basis.

Last column: Mulliken charge in e.
Cartesian coordinates (Å):
H -0.99 1.50 1.59  0.30
H 1.36 2.49 0.68  0.31
N 0.87 1.53 0.75  -0.42
N -0.27 -0.65 -0.27  0.24
C -1.07 0.58 -0.34  -1.09
H -1.74 -1.51 -1.45  0.40
Cl 3.70 1.61 -0.84  -0.16
P 1.49 0.26 -0.77  0.22
H -2.06 0.33 -0.23  0.57
H -0.39 -0.52 1.91  0.33
C 2.76 -0.49 0.47  -0.19
C -0.72 -1.55 -1.29  -1.01
H 2.30 -0.43 1.53  0.43
H -1.34 -1.75 1.32  0.43
H -0.88 2.72 0.29  0.37
C 4.15 0.15 0.20  -0.34
H -0.26 -1.30 -2.28  0.34
H 4.80 0.48 1.04  0.32
H 4.90 -0.37 -0.41  0.31
C -0.56 1.66 0.57  -0.54
Cl 2.55 -2.21 0.07  -0.15
C -0.43 -1.26 1.07  -1.13
H -0.96 0.88 -1.30  0.63
H -0.55 -2.52 -1.03  0.43
H 0.32 -1.98 1.30  0.40

Properties
- Multiplicity: 1
- E_HOMO: -12.919 eV
- Gap between HOMO and LUMO: 9.43 eV
- Energy relative to the best compared isomer or geometry (same formula, charge and spin): 103.2 kJ/mol
- Total charge: +1
- Maximum force: 4.3 eV Å⁻¹

---

3.
One molecule with the formula C6H14Cl2O2Si in a non-equilibrium geometry. Source: the OMol25 dataset; level of theory: the ωB97M-V functional and the def2-TZVPD basis.

Last column: Mulliken charge in e.
Cartesian coordinates (Å):
O 0.66 0.72 0.42  -0.05
H -3.57 0.41 -2.24  0.34
C 1.61 0.82 1.44  -0.63
H 1.68 1.92 1.68  0.22
H 0.67 -2.01 3.26  0.34
C -2.89 0.48 -1.36  -1.27
C -1.78 -0.58 -1.33  0.24
H -2.45 1.47 -1.37  0.30
H 2.08 -1.89 2.22  0.31
Cl 2.62 -0.47 -1.39  -0.29
H -1.31 -0.29 -3.47  0.33
H 0.26 0.40 3.04  0.28
Si 1.11 0.92 -1.15  0.70
O -0.09 0.81 -2.32  -0.34
H 1.95 0.20 3.53  0.31
H 2.55 0.52 0.95  0.46
C 1.23 0.01 2.68  -0.44
H -3.54 0.45 -0.47  0.35
C -0.81 -0.37 -2.48  -0.50
Cl 1.97 2.82 -1.32  -0.29
H 0.45 -1.64 1.54  0.14
H -2.26 -1.57 -1.36  0.35
C 1.12 -1.46 2.42  -0.98
H -1.17 -0.48 -0.40  -0.14
H -0.11 -1.20 -2.51  0.26

Properties
- Multiplicity: 1
- E_HOMO: -10.877 eV
- Gap between HOMO and LUMO: 11.59 eV
- Structure (SMILES): CCCO[Si](Cl)(Cl)OCCC
- Energy relative to the best compared isomer or geometry (same formula, charge and spin): 0.0 kJ/mol
- Maximum force: 3.3 eV Å⁻¹

---

4.
C6H14FIP2 as an isolated structure in a non-equilibrium geometry. Source: the OMol25 dataset; level of theory: the ωB97M-V functional and the def2-TZVPD basis.

Last column: Mulliken charge in e.
Cartesian coordinates (Å):
H 0.95 -3.06 0.76  0.07
P 1.88 -2.36 0.00  0.05
H -2.44 0.76 -1.55  0.22
H -2.40 -0.39 0.61  0.31
H 0.25 0.02 -1.84  0.29
H 2.03 -1.26 2.48  0.10
H -0.68 1.23 0.78  0.16
C 1.13 -0.59 0.18  -0.15
H -0.04 -0.57 2.29  0.05
I 4.50 -0.07 0.49  0.07
C -2.13 1.36 -0.62  -0.44
C 0.00 -0.14 -0.76  -0.59
H -2.40 2.42 -0.80  0.31
C 2.66 0.27 -0.63  -0.41
H 2.38 1.34 -0.65  0.51
F 2.79 -0.36 -1.86  -0.23
H 1.09 -2.67 -1.17  0.04
P 1.32 -0.05 1.95  -0.01
H -2.68 1.02 1.41  0.37
C -0.66 1.17 -0.33  -0.66
H -0.79 -0.96 -0.81  0.42
H -0.07 1.95 -0.72  0.40
C -2.85 0.56 0.49  -1.34
H -3.85 0.38 0.31  0.45

Properties
- Multiplicity: 1
- E_HOMO: -9.007 eV
- Gap between HOMO and LUMO: 9.30 eV
- Energy relative to the best compared isomer or geometry (same formula, charge and spin): 0.0 kJ/mol
- Maximum force: 5.0 eV Å⁻¹

---

> Among the records above, which one has the highest maximum force?

C6H14BrClN2O5PS

---

Repeat the fourth record exactly.
C6H14FIP2 as an isolated structure in a non-equilibrium geometry. Source: the OMol25 dataset; level of theory: the ωB97M-V functional and the def2-TZVPD basis.

Last column: Mulliken charge in e.
Cartesian coordinates (Å):
H 0.95 -3.06 0.76  0.07
P 1.88 -2.36 0.00  0.05
H -2.44 0.76 -1.55  0.22
H -2.40 -0.39 0.61  0.31
H 0.25 0.02 -1.84  0.29
H 2.03 -1.26 2.48  0.10
H -0.68 1.23 0.78  0.16
C 1.13 -0.59 0.18  -0.15
H -0.04 -0.57 2.29  0.05
I 4.50 -0.07 0.49  0.07
C -2.13 1.36 -0.62  -0.44
C 0.00 -0.14 -0.76  -0.59
H -2.40 2.42 -0.80  0.31
C 2.66 0.27 -0.63  -0.41
H 2.38 1.34 -0.65  0.51
F 2.79 -0.36 -1.86  -0.23
H 1.09 -2.67 -1.17  0.04
P 1.32 -0.05 1.95  -0.01
H -2.68 1.02 1.41  0.37
C -0.66 1.17 -0.33  -0.66
H -0.79 -0.96 -0.81  0.42
H -0.07 1.95 -0.72  0.40
C -2.85 0.56 0.49  -1.34
H -3.85 0.38 0.31  0.45

Properties
- Multiplicity: 1
- E_HOMO: -9.007 eV
- Gap between HOMO and LUMO: 9.30 eV
- Energy relative to the best compared isomer or geometry (same formula, charge and spin): 0.0 kJ/mol
- Maximum force: 5.0 eV Å⁻¹

---

Copy entry 3 word for word.
One molecule with the formula C6H14Cl2O2Si in a non-equilibrium geometry. Source: the OMol25 dataset; level of theory: the ωB97M-V functional and the def2-TZVPD basis.

Last column: Mulliken charge in e.
Cartesian coordinates (Å):
O 0.66 0.72 0.42  -0.05
H -3.57 0.41 -2.24  0.34
C 1.61 0.82 1.44  -0.63
H 1.68 1.92 1.68  0.22
H 0.67 -2.01 3.26  0.34
C -2.89 0.48 -1.36  -1.27
C -1.78 -0.58 -1.33  0.24
H -2.45 1.47 -1.37  0.30
H 2.08 -1.89 2.22  0.31
Cl 2.62 -0.47 -1.39  -0.29
H -1.31 -0.29 -3.47  0.33
H 0.26 0.40 3.04  0.28
Si 1.11 0.92 -1.15  0.70
O -0.09 0.81 -2.32  -0.34
H 1.95 0.20 3.53  0.31
H 2.55 0.52 0.95  0.46
C 1.23 0.01 2.68  -0.44
H -3.54 0.45 -0.47  0.35
C -0.81 -0.37 -2.48  -0.50
Cl 1.97 2.82 -1.32  -0.29
H 0.45 -1.64 1.54  0.14
H -2.26 -1.57 -1.36  0.35
C 1.12 -1.46 2.42  -0.98
H -1.17 -0.48 -0.40  -0.14
H -0.11 -1.20 -2.51  0.26

Properties
- Multiplicity: 1
- E_HOMO: -10.877 eV
- Gap between HOMO and LUMO: 11.59 eV
- Structure (SMILES): CCCO[Si](Cl)(Cl)OCCC
- Energy relative to the best compared isomer or geometry (same formula, charge and spin): 0.0 kJ/mol
- Maximum force: 3.3 eV Å⁻¹

---

Please write out number 4 again, unchanged.
C6H14FIP2 as an isolated structure in a non-equilibrium geometry. Source: the OMol25 dataset; level of theory: the ωB97M-V functional and the def2-TZVPD basis.

Last column: Mulliken charge in e.
Cartesian coordinates (Å):
H 0.95 -3.06 0.76  0.07
P 1.88 -2.36 0.00  0.05
H -2.44 0.76 -1.55  0.22
H -2.40 -0.39 0.61  0.31
H 0.25 0.02 -1.84  0.29
H 2.03 -1.26 2.48  0.10
H -0.68 1.23 0.78  0.16
C 1.13 -0.59 0.18  -0.15
H -0.04 -0.57 2.29  0.05
I 4.50 -0.07 0.49  0.07
C -2.13 1.36 -0.62  -0.44
C 0.00 -0.14 -0.76  -0.59
H -2.40 2.42 -0.80  0.31
C 2.66 0.27 -0.63  -0.41
H 2.38 1.34 -0.65  0.51
F 2.79 -0.36 -1.86  -0.23
H 1.09 -2.67 -1.17  0.04
P 1.32 -0.05 1.95  -0.01
H -2.68 1.02 1.41  0.37
C -0.66 1.17 -0.33  -0.66
H -0.79 -0.96 -0.81  0.42
H -0.07 1.95 -0.72  0.40
C -2.85 0.56 0.49  -1.34
H -3.85 0.38 0.31  0.45

Properties
- Multiplicity: 1
- E_HOMO: -9.007 eV
- Gap between HOMO and LUMO: 9.30 eV
- Energy relative to the best compared isomer or geometry (same formula, charge and spin): 0.0 kJ/mol
- Maximum force: 5.0 eV Å⁻¹